Record 1
C24H57N7O5 | wB97M-V/def2-TZVPD

Geometry (Å):
C: 1.86204 2.47488 3.81817
C: 0.60374 2.22745 3.06167
C: -0.32932 1.24311 3.79271
C: -0.23979 3.56687 3.13118
C: 0.27618 4.53253 2.11048
C: 0.20183 3.95085 0.66987
C: 1.07429 2.62176 0.58612
C: 0.62022 1.98922 -0.82524
C: 2.55565 2.96691 0.44613
N: 0.80323 1.67048 1.71714
O: 1.50959 0.52906 1.65535
H: 2.38005 3.43296 3.77520
H: 1.72961 2.32683 4.88993
H: 2.56769 1.71165 3.49009
H: -0.02451 0.20147 3.69191
H: -0.31487 1.42567 4.86722
H: -1.39248 1.29847 3.55873
H: -1.29811 3.39392 2.93583
H: -0.14389 4.15544 4.04358
H: -0.37502 5.40548 2.15520
H: 1.21909 4.76955 2.60324
H: 0.51376 4.79623 0.05658
H: -0.84192 3.79903 0.39488
H: 0.81989 2.70036 -1.62681
H: -0.45062 1.79764 -0.75664
H: 1.15075 1.04236 -0.92572
H: 2.69885 3.75897 -0.28888
H: 3.15962 2.11608 0.13085
H: 2.98893 3.27507 1.39766
H: 2.41513 0.84468 1.69975
C: 0.64252 -1.36942 -4.17432
C: 1.94746 -2.07893 -4.53096
C: 1.71593 -3.11298 -5.65416
C: 2.92243 -0.98931 -5.02915
C: 3.51763 -0.17039 -3.90073
C: 4.27308 -1.11953 -2.93295
C: 3.39792 -2.27379 -2.36878
C: 4.46753 -3.27932 -1.68570
C: 2.47935 -1.72791 -1.21024
N: 2.63357 -2.91753 -3.43842
O: 1.94740 -4.04002 -2.99200
H: 0.04227 -1.94831 -3.47240
H: 0.64227 -0.34788 -3.79409
H: 0.02529 -1.27281 -5.06752
H: 2.60617 -3.68964 -5.90520
H: 1.05540 -3.93297 -5.37235
H: 1.43688 -2.69240 -6.62026
H: 3.60723 -1.44297 -5.74562
H: 2.25602 -0.32634 -5.58093
H: 3.97927 0.78709 -4.14201
H: 2.66056 0.31714 -3.43613
H: 4.60091 -0.46587 -2.12465
H: 5.17338 -1.47388 -3.43497
H: 3.96421 -4.01812 -1.06205
H: 5.06966 -2.77099 -0.93261
H: 5.03509 -3.84263 -2.42641
H: 1.55057 -1.20401 -1.43608
H: 3.03844 -1.08304 -0.53225
H: 2.20921 -2.57925 -0.58546
H: 1.54914 -3.68275 -2.19491
C: -4.77566 0.07028 -0.12143
O: -4.52771 1.18027 0.72880
C: -5.45983 1.15705 1.88424
C: -5.70536 2.47507 2.57580
C: -4.41113 3.27639 2.83478
N: -6.35078 2.29465 3.89742
H: -4.89740 -0.83141 0.47878
H: -4.00693 -0.08109 -0.87921
H: -5.63423 0.29648 -0.75371
H: -6.47846 0.79400 1.74756
H: -4.92773 0.46382 2.53569
H: -6.40844 3.11348 2.04081
H: -4.61041 4.26599 3.24597
H: -3.85083 3.38966 1.90670
H: -3.85237 2.87337 3.67945
H: -5.97084 1.55776 4.47424
H: -7.32582 2.10782 3.71166
N: -1.78892 -4.65550 0.59560
C: -0.61318 -4.87210 0.00668
N: -0.09430 -6.02692 0.30377
O: -0.08549 -4.11917 -0.76060
H: -2.07994 -5.02120 1.49095
H: -2.21701 -3.75021 0.46400
H: 0.63903 -6.38519 -0.29119
H: -0.61631 -6.66104 0.89157
N: -0.41598 -1.73533 0.97786
C: -1.67441 -1.33067 1.04166
N: -1.82073 -0.06730 1.28578
O: -2.59651 -2.10436 0.88876
H: -0.37924 -2.70640 0.70262
H: 0.42173 -1.17277 1.02125
H: -0.99513 0.48424 1.47095
H: -2.67604 0.44416 1.44995

Cartesian forces (eV/Å) of the 2 atoms listed first:
1.53 -0.83 0.92
-2.47 0.75 1.31

## Properties
F_max ... 5.3 eV/A
HOMO ... -0.2787 Eh
Energy above the lowest of the compared OMol25 structures with the same formula, charge and spin ... 0.0 kJ/mol
Kohn-Sham gap ... 8.0746 eV
SMILES string ... CC1(C)CCCC(C)(C)N1O.CC1(C)CCCC(C)(C)N1O.COC[C@H](C)N.NC(N)=O.NC(N)=O
Lowest unoccupied orbital energy ... 0.49 eV

Record 2
F2HLiOP | wB97M-V/def2-TZVPD

Geometry (Å):
H: 2.56763 -1.45291 -0.14076
P: 1.46920 0.49304 -0.54983
F: -0.96010 -1.97491 -2.51884
F: 0.15120 -0.20594 0.01528
O: 2.59253 -0.47425 -0.15039
Li: -1.77933 -1.56126 -0.40744

Cartesian forces (eV/Å) of the 2 atoms listed first:
0.31 -0.15 0.51
0.64 -0.46 1.02

## Properties
2S+1 ... 2
F_max ... 1.6 eV/A
HOMO (alpha / beta) ... -0.8804 / -0.8803 Eh
Kohn-Sham gap (alpha / beta) ... 11.8154 / 10.0841 eV
Lowest unoccupied orbital energy (alpha / beta) ... -12.14 / -13.87 eV
Charge ... +2

Record 3
C31H21BrCsF5N8O3S4 | wB97M-V/def2-TZVPD

Geometry (Å):
Cs: -1.91910 0.56230 -1.17323
O: -6.44143 -1.81784 -0.54887
C: -5.40214 -1.21821 -0.23231
N: -4.13237 -1.61788 -0.52146
C: -4.04633 -2.91157 -0.96103
O: -4.80020 -3.90064 -0.77328
C: -2.84079 -3.29558 -1.72406
C: -3.06503 -4.32058 -2.69602
C: -2.06396 -4.76362 -3.55025
C: -0.86089 -4.04107 -3.57075
C: -0.71383 -3.07764 -2.54863
N: -1.67383 -2.67297 -1.69357
C: -5.63727 0.04143 0.46754
C: -6.94315 0.20140 1.03985
C: -7.20095 1.38774 1.67909
C: -6.19938 2.35542 1.83252
C: -4.96324 2.07707 1.23941
N: -4.68258 0.94131 0.60696
H: -4.08846 -4.73288 -2.69306
H: -2.15914 -5.68133 -4.14182
H: -0.04192 -4.22208 -4.33363
H: 0.21863 -2.52695 -2.42062
H: -7.59375 -0.69024 1.04404
H: -8.21852 1.61377 2.06270
H: -6.34374 3.27367 2.37404
H: -4.09801 2.76740 1.29267
O: 2.88563 4.68897 -4.97708
C: 2.32805 3.68534 -4.27285
C: 2.99787 2.82443 -3.37915
C: 2.22138 1.90008 -2.75093
N: 0.88034 1.72784 -2.85782
C: 0.27191 2.53966 -3.68218
Br: -1.61701 2.51955 -3.94244
C: 0.94616 3.60067 -4.37719
H: 3.85942 4.87750 -4.92015
H: 3.99729 2.98713 -3.03626
H: 2.72748 1.15932 -2.15879
H: 0.42634 4.21601 -5.11775
S: -2.82673 4.17597 -0.32125
C: -1.90822 3.64999 1.01698
N: -0.86782 4.58856 1.27938
C: 0.08285 4.38014 2.21108
C: 0.16396 3.26530 2.97062
C: -0.97342 2.31756 2.82012
N: -1.90491 2.52724 1.68207
H: -0.94223 5.49234 0.78047
H: 0.70494 5.26257 2.43348
H: 1.05941 3.01389 3.57698
H: -1.66669 2.38810 3.71156
F: -1.72809 0.08003 2.96314
C: -0.59745 0.80587 2.84951
F: 0.10580 0.39456 1.72850
C: 0.26737 0.28565 4.09749
F: 1.53264 0.75691 4.10171
F: -0.37944 0.67316 5.25212
F: 0.26888 -1.06815 4.02236
S: 6.52863 -4.95347 -0.33522
C: 5.23206 -4.01649 -0.80133
S: 4.30875 -4.20672 -2.26765
C: 3.75166 -2.50180 -2.11858
N: 4.16487 -1.92196 -1.01428
N: 4.75963 -2.87905 -0.15161
C: 5.15849 -2.50043 1.13420
C: 5.52596 -3.37746 2.14254
C: 5.93859 -2.88830 3.36410
C: 6.06720 -1.51353 3.57334
C: 5.54891 -0.62883 2.64495
C: 5.03420 -1.10807 1.44910
S: 2.87105 -1.79219 -3.36329
H: 5.55671 -4.46831 1.91977
H: 6.24505 -3.54917 4.18755
H: 6.56458 -1.10974 4.46836
H: 5.63730 0.43309 2.77794
H: 4.70204 -0.46418 0.63014

Cartesian forces (eV/Å) of the 2 atoms listed first:
-0.16 -0.28 0.83
0.21 0.17 -0.07

## Properties
F_max ... 3.0 eV/A
HOMO ... -0.1046 Eh
Energy above the lowest of the compared OMol25 structures with the same formula, charge and spin ... 0.0 kJ/mol
Kohn-Sham gap ... 6.0512 eV
Lowest unoccupied orbital energy ... 3.20 eV
Charge ... -2

For reference, energy by record: -1708.02325; -623.69025; -6544.03491 hartree.